(1)
Molecular formula: C6H12F4O5PS
Method: DFT, the ωB97M-V functional and the def2-TZVPD basis

E_tot = -47648.190 eV
gap between HOMO and LUMO = 6.0 eV
LUMO energy = 2.179 eV

```
! RIJCOSX wB97M-V def2-TZVPD def2/J DEFGRID3
* xyz -1 1
C 4.346 -0.053 0.103
C 3.836 1.047 1.010
O 2.999 1.944 0.262
C 1.776 2.320 0.829
P 0.394 1.518 -0.122
F 0.513 2.573 -1.376
S 0.144 0.028 1.544
O 1.301 -0.852 1.533
O -0.236 0.748 2.747
C -1.341 -1.059 1.107
F -1.916 -0.521 0.032
F -0.950 -2.284 0.845
F -2.214 -1.074 2.101
H 4.881 0.386 -0.745
H 5.024 -0.710 0.650
H 3.507 -0.633 -0.284
H 3.277 0.631 1.849
H 4.672 1.641 1.397
H 1.613 3.388 0.655
H 1.702 2.116 1.899
H 0.729 0.466 -0.970
H -0.931 1.905 0.074
C -4.352 -1.807 -1.638
C -5.258 -2.084 -2.870
O -6.132 -1.223 -3.120
O -5.009 -3.147 -3.481
H -4.619 -0.867 -1.152
H -4.447 -2.626 -0.921
H -3.309 -1.769 -1.959
*
```

Löwdin population analysis, charges in e, atoms 1 to 8:
1 C -0.0696
2 C -0.2615
3 O -0.1860
4 C -0.3180
5 P 0.8165
6 F -0.3268
7 S 0.6114
8 O -0.3650

(2)
Molecular formula: C6H12HfO5
Method: DFT, the ωB97M-V functional and the def2-TZVPD basis

E_tot = -17895.084 eV
gap between HOMO and LUMO = 3.1 eV
LUMO energy = -21.608 eV

```
! RIJCOSX wB97M-V def2-TZVPD def2/J DEFGRID3
* xyz 4 1
O 1.180 3.460 -1.200
C 0.082 3.145 -1.402
O -0.085 2.163 -2.398
C -0.633 0.981 -1.940
C 0.648 -0.059 -1.624
O 0.308 -1.414 -1.625
C -0.133 -2.023 -0.440
O -0.540 -1.160 0.622
C 0.490 -1.149 1.714
C 0.049 -0.042 2.746
O 0.405 1.229 2.259
H -0.734 3.634 -0.813
H -1.288 1.111 -1.050
H -1.185 0.505 -2.796
H 1.308 0.078 -2.513
H 1.248 0.279 -0.742
H 0.606 -2.782 -0.073
H -1.077 -2.653 -0.744
H 0.628 -2.146 2.178
H 1.488 -0.842 1.326
H 0.468 -0.223 3.753
H -1.078 -0.101 2.810
H 0.276 1.197 1.296
Hf -2.431 -3.187 0.655
*
```

Löwdin population analysis, charges in e, atoms 1 to 8:
1 O 0.4207
2 C -0.1275
3 O 0.1730
4 C 0.0096
5 C 0.0170
6 O 0.0606
7 C -0.2669
8 O -0.2522

(3)
Molecular formula: C6H12IN2
Method: DFT, the ωB97M-V functional and the def2-TZVPD basis

E_tot = -17489.893 eV
gap between HOMO and LUMO = 8.9 eV
LUMO energy = -4.209 eV
relative energy (zero: lowest compared OMol25 entry of this formula, charge and spin) = 0.00 kcal/mol

```
! RIJCOSX wB97M-V def2-TZVPD def2/J DEFGRID3
* xyz 1 1
C 0.907 -1.330 -0.238
C 1.591 0.803 -0.414
C 2.369 -0.056 -1.440
C -1.722 1.171 0.319
C -1.455 -0.824 1.887
C -0.987 0.485 1.397
N 0.745 -0.157 0.270
N 1.805 -1.379 -1.210
I -0.020 1.710 2.798
H 0.380 -2.200 0.111
H 2.247 1.291 0.309
H 0.983 1.570 -0.899
H 2.199 0.258 -2.472
H 3.443 -0.058 -1.241
H -1.164 2.005 -0.102
H -2.016 0.481 -0.470
H -2.637 1.596 0.744
H -0.702 -1.330 2.489
H -1.789 -1.461 1.070
H -2.317 -0.650 2.541
H 2.139 -2.206 -1.673
*
```

Löwdin population analysis, charges in e, atoms 1 to 8:
1 C -0.1509
2 C -0.1581
3 C -0.1051
4 C -0.1364
5 C -0.1490
6 C -0.7452
7 N -0.0062
8 N 0.0551

Question: Among the records above, which one has the lowest E_tot?
Answer: C6H12F4O5PS

Question: E_tot of number 1 (C6H12F4O5PS)?
Answer: -47648.190 eV